# C16H26CeN6O6

A structure of composition C16H26CeN6O6 in a non-equilibrium geometry (ωB97M-V/def2-TZVPD, the Open Molecules 2025 dataset).

Geometry as XYZ:
```
55
Properties=species:S:1:pos:R:3:forces:R:3
O -2.998 0.955 -2.445 -0.601 0.254 0.710
H -3.324 0.632 -3.250 -0.967 -0.611 -1.851
Ce -1.232 0.481 -1.468 2.276 -3.534 0.365
N 1.565 -0.061 -1.726 1.640 0.046 0.572
N -0.320 -1.265 -3.014 0.048 0.202 1.407
N 0.115 1.829 0.330 -0.733 1.971 3.740
N -2.444 1.779 -0.065 -1.576 3.265 3.859
O 2.564 0.601 -1.213 -1.590 -1.419 -0.584
O 1.452 1.966 0.632 -0.577 -0.717 -0.746
O -3.786 1.928 -0.378 0.380 -0.112 0.617
O -1.328 -1.800 -2.365 0.382 -0.307 -0.965
C 0.861 -1.962 -2.888 -0.666 0.631 0.436
C 1.911 -1.257 -2.273 -0.404 0.200 -0.789
C -0.645 2.310 1.345 2.776 -1.337 -1.669
C -2.065 2.300 1.118 -1.899 -1.574 -2.573
C 3.266 -1.843 -2.181 0.443 -0.065 0.044
H 3.316 -2.536 -1.337 0.017 -0.041 0.009
H 4.001 -1.064 -2.002 0.053 -0.018 -0.093
H 3.517 -2.400 -3.089 0.004 0.158 0.193
C 0.904 -3.381 -3.273 -0.208 -0.489 -0.101
H -0.006 -3.640 -3.828 0.327 0.033 0.132
H 0.953 -4.027 -2.385 0.121 0.127 -0.161
H 1.790 -3.566 -3.889 -0.131 -0.111 0.096
C -0.103 2.780 2.674 0.105 0.126 -0.231
C -3.033 2.755 2.165 -0.117 0.409 -0.098
H 0.996 2.756 2.660 -0.549 0.069 0.093
H -0.475 2.134 3.497 0.149 0.276 -0.498
H -0.457 3.810 2.879 0.271 -0.484 -0.062
H -4.045 2.798 1.730 0.506 0.024 0.371
H -2.729 3.754 2.545 -0.315 -0.623 -0.186
H -3.015 2.050 3.028 0.024 0.414 -0.575
H 1.945 1.451 -0.101 -0.366 0.513 0.315
H -3.783 1.647 -1.353 -0.087 0.056 0.527
C -0.503 2.014 -2.732 -0.483 1.674 -3.101
H 0.230 1.356 -3.249 0.005 0.758 0.221
H -0.076 2.756 -2.043 0.082 0.069 -0.572
H -1.308 2.359 -3.502 1.774 -0.196 1.591
O 2.995 2.910 -2.654 -0.519 0.750 -1.754
H 3.331 3.614 -2.127 0.429 0.724 0.627
H 3.002 2.133 -2.136 0.139 -1.199 0.972
N -2.048 -1.801 2.756 -0.012 0.055 -0.156
C -2.266 -1.096 1.608 1.528 -0.735 0.130
N -1.126 -0.935 0.931 -1.142 0.287 -0.139
C -0.119 -1.543 1.686 -0.447 0.012 0.461
C 1.262 -1.574 1.527 0.121 -0.071 0.051
C 2.032 -2.167 2.534 -0.156 0.212 -0.601
C 1.449 -2.727 3.684 -0.866 0.042 -0.093
C 0.053 -2.691 3.846 0.770 -0.296 0.270
C -0.685 -2.102 2.834 -0.614 0.428 0.028
H -2.745 -2.063 3.440 0.084 0.078 -0.213
H -3.263 -0.770 1.307 0.424 -0.035 0.036
H 1.662 -1.107 0.632 0.382 -0.157 0.275
H 3.114 -2.197 2.420 -0.224 0.030 0.040
H 2.091 -3.186 4.438 -0.322 0.174 -0.221
H -0.454 -3.097 4.723 0.307 0.063 -0.153
```
Positions in Å, forces in eV/Å.

Its charge is +1. The gap between HOMO and LUMO (spin up / spin down) is 7.18 / 6.95 eV. As for the spin multiplicity: 2. The molar mass is 538.536 g/mol.

# C16H26Cl2FIN4O

A cluster of 2 separate species, C16H26Cl2FIN4O in total in a non-equilibrium geometry (ωB97M-V/def2-TZVPD, the Open Molecules 2025 dataset).

Geometry as XYZ:
```
51
Properties=species:S:1:pos:R:3:forces:R:3
C -0.112 -2.748 3.582 -0.198 -0.071 0.011
C 1.131 -1.888 3.411 -0.993 -0.750 -0.316
Cl 0.540 -0.170 3.353 0.413 0.145 0.273
C 1.873 -2.304 2.109 -0.271 0.181 0.237
Cl 3.565 -2.534 2.398 0.698 0.897 -0.255
C 1.514 -1.419 0.936 -0.079 -0.154 -0.191
C 0.409 -1.808 0.198 0.386 0.430 -0.118
C -0.055 -1.083 -0.884 -0.165 -0.421 0.270
C -1.279 -1.580 -1.614 0.165 -0.239 -0.218
N -0.942 -2.229 -2.900 -0.496 0.449 0.105
N 0.593 0.035 -1.256 0.253 -0.487 0.013
C 0.090 0.753 -2.433 -0.712 0.906 -0.325
C -1.138 1.660 -2.133 0.601 -0.037 0.151
C -1.194 2.180 -0.699 -0.659 0.373 -0.424
C -2.506 2.941 -0.425 0.340 -1.004 0.236
C -3.630 1.937 -0.126 -0.057 -0.133 0.553
N -3.990 2.001 1.296 -0.084 0.231 -0.190
C 1.679 0.475 -0.558 0.555 -0.148 0.462
C 2.346 1.750 -0.997 -1.214 -0.062 -0.606
C 3.320 1.512 -2.140 -0.120 0.763 0.387
O 3.967 0.555 -2.283 0.594 -0.934 -0.260
I 3.406 3.144 -3.570 -0.031 0.036 0.063
C 2.172 -0.229 0.550 -0.121 0.168 -0.097
N 3.278 0.236 1.250 -0.839 0.427 0.233
H 0.174 -3.781 3.771 0.190 -0.062 -0.030
H -0.734 -2.400 4.402 0.072 0.060 0.121
H -0.727 -2.721 2.683 -0.082 0.027 -0.095
H 1.755 -2.055 4.280 0.364 0.477 -0.065
H 1.489 -3.291 1.859 0.196 -0.244 0.123
H -0.108 -2.710 0.480 -0.074 -0.102 -0.063
H -2.014 -0.786 -1.723 -0.027 0.115 -0.034
H -1.737 -2.318 -0.965 -0.021 -0.019 0.161
H -1.429 -3.114 -2.946 0.201 -0.159 0.005
H -1.357 -1.680 -3.644 0.162 -0.069 -0.179
H 0.852 1.392 -2.856 0.360 -0.185 0.094
H -0.157 0.060 -3.225 0.150 -0.389 0.124
H -2.060 1.167 -2.436 -0.133 -0.056 0.166
H -1.029 2.534 -2.774 -0.128 0.007 -0.196
H -0.358 2.863 -0.554 0.182 -0.091 0.223
H -1.158 1.371 0.030 0.326 -0.068 0.086
H -2.335 3.498 0.494 -0.256 0.491 -0.135
H -2.756 3.590 -1.258 0.013 0.283 0.055
H -3.285 0.920 -0.360 0.009 -0.010 -0.397
H -4.532 2.121 -0.705 -0.018 0.090 -0.090
H -3.171 1.852 1.873 -0.002 -0.072 0.055
H -4.661 1.279 1.524 -0.014 -0.020 0.086
H 1.572 2.398 -1.392 0.089 0.355 0.142
H 2.792 2.301 -0.179 0.352 -0.008 -0.002
H 3.194 -0.025 2.226 0.488 -0.435 -0.048
H 3.358 1.243 1.244 0.157 0.016 -0.240
F 3.387 -4.895 3.088 -0.525 -0.498 0.137
```
Positions in Å, forces in eV/Å.

The calculation puts the energy above the lowest of the compared OMol25 structures with the same formula, charge and spin at 0.00 kJ/mol. The gap between HOMO and LUMO is 4.42 eV. The molar mass is 507.219 g/mol.

Question: molar mass of number 2 (C16H26Cl2FIN4O)?
Answer: 507.219 g/mol

Question: Which value of molar mass does entry 1 give?
Answer: 538.536 g/mol

Question: Among the records above, which one has the highest molar mass?
Answer: C16H26CeN6O6

Question: The highest molar mass belongs to which entry?
Answer: C16H26CeN6O6